Record 1
{"formula": "C42H51AsClCsF5IN3O2PS", "method": "the ωB97M-V functional and the def2-TZVPD basis", "orbital_gap_ev": 5.95, "molar_mass_g_mol": 1158.10, "total_charge": -2, "e_above_lowest_kj_mol": 45.7, "total_energy_ha": -6198.608334, "species": ["Cs", "I", "As", "Cl", "S", "P", "F", "F", "F", "F", "F", "O", "O", "N", "N", "N", "C", "C", "C", "C", "C", "C", "C", "C", "C", "C", "C", "C", "C", "C", "C", "C", "C", "C", "C", "C", "C", "C", "C", "C", "C", "C", "C", "C", "C", "C", "C", "C", "C", "C", "C", "C", "C", "C", "C", "C", "C", "C", "H", "H", "H", "H", "H", "H", "H", "H", "H", "H", "H", "H", "H", "H", "H", "H", "H", "H", "H", "H", "H", "H", "H", "H", "H", "H", "H", "H", "H", "H", "H", "H", "H", "H", "H", "H", "H", "H", "H", "H", "H", "H", "H", "H", "H", "H", "H", "H", "H", "H", "H"], "positions_angstrom": [[0.738, 0.050, -0.230], [3.499, 2.731, -4.431], [2.550, -4.478, -0.599], [-1.451, 5.047, -6.053], [3.238, -3.479, -2.291], [0.262, 3.871, 0.449], [5.256, 1.443, 5.218], [6.673, -0.875, 5.089], [3.376, 2.002, 3.378], [6.197, -2.651, 3.078], [4.346, -2.130, 1.208], [-0.376, 2.534, 0.327], [1.383, 1.137, -2.678], [-2.630, -1.782, -1.098], [-1.329, 1.250, -2.534], [-1.542, -1.774, 1.698], [5.733, -0.606, 4.155], [-2.628, 1.347, -2.401], [-0.629, 3.854, -5.056], [-2.515, -3.828, 1.982], [-0.948, 5.210, 0.587], [-6.416, -0.438, -1.235], [-2.746, -2.740, -0.250], [-3.289, -1.883, -2.327], [3.761, -0.036, 2.195], [1.412, 2.808, -4.351], [-2.242, -2.780, 1.082], [-2.782, 3.084, -4.035], [5.486, -1.499, 3.130], [-2.510, -1.902, -3.505], [1.438, -6.013, -1.004], [-1.968, -3.437, 3.200], [0.781, 1.936, -3.432], [-0.690, 2.069, -3.396], [-1.377, 3.025, -4.185], [3.955, -5.265, 0.468], [4.516, -1.177, 2.194], [1.492, -3.436, 0.618], [4.052, 0.805, 3.235], [-0.248, -1.388, -4.567], [0.260, -2.127, 4.845], [1.284, 4.291, -0.975], [-1.387, -2.168, 2.967], [0.732, 3.742, -5.133], [-1.788, -0.701, 4.938], [-6.443, -2.944, -0.978], [-3.141, -1.906, -4.737], [1.320, 4.028, 1.899], [-5.563, -1.709, -1.182], [-1.007, -1.931, -3.361], [-0.719, -1.293, 4.010], [-4.689, -1.838, -2.416], [-0.535, -3.356, -3.046], [-4.528, -1.892, -4.832], [-5.285, -1.854, -3.677], [-3.403, 2.255, -3.145], [5.005, 0.570, 4.212], [0.060, -0.167, 3.335], [-1.327, -0.066, 5.702], [0.596, 0.437, 4.070], [-3.057, -4.738, 1.757], [-0.317, -2.067, -5.423], [1.809, 5.238, -0.844], [-7.127, -0.470, -2.064], [0.592, -5.687, -1.605], [-2.352, -1.493, 5.438], [-0.790, -1.284, -2.507], [4.578, -4.474, 0.880], [-5.011, -1.894, -5.803], [-0.819, -4.028, -3.862], [-3.307, -3.645, -0.536], [-0.628, -0.410, -4.870], [-7.052, -2.842, -0.076], [-1.565, 5.216, -0.312], [0.744, -1.504, 5.603], [2.031, -6.730, -1.569], [-0.985, -3.731, -2.125], [1.129, -4.032, 1.456], [-0.460, 6.179, 0.704], [0.781, -0.628, 2.662], [1.283, 4.388, -5.804], [-6.982, -0.317, -0.308], [-4.478, 2.281, -3.015], [2.007, 3.487, -1.133], [2.131, -2.635, 0.986], [-1.990, -3.984, 4.133], [-0.250, -2.950, 5.352], [-0.597, 0.469, 2.739], [0.726, 3.816, 2.789], [-5.786, 0.443, -1.366], [4.550, -5.903, -0.185], [-3.084, 0.681, -1.677], [-3.348, 3.791, -4.628], [0.807, -1.273, -4.312], [2.119, 3.288, 1.851], [-4.907, -1.621, -0.315], [1.039, -2.551, 4.208], [3.513, -5.854, 1.272], [-5.832, -3.842, -0.879], [1.750, 5.028, 1.972], [1.081, -6.462, -0.077], [-7.116, -3.087, -1.829], [0.651, 4.339, -1.863], [-6.368, -1.823, -3.751], [-1.586, 5.015, 1.449], [0.553, -3.377, -2.951], [-2.543, -1.908, -5.641], [0.629, -3.042, 0.080], [-2.493, -0.097, 4.362]]}


Record 2
{"formula": "C42H51Br2Cl3CsN6O3Sb", "method": "the ωB97M-V functional and the def2-TZVPD basis", "orbital_gap_ev": [2.13, 2.13], "molar_mass_g_mol": 1208.74, "total_charge": -2, "e_above_lowest_kj_mol": 125.9, "total_energy_ha": -8973.940693, "species": ["Cs", "Sb", "Br", "Br", "Cl", "Cl", "Cl", "O", "O", "O", "N", "N", "N", "N", "N", "N", "C", "C", "C", "C", "C", "C", "C", "C", "C", "C", "C", "C", "C", "C", "C", "C", "C", "C", "C", "C", "C", "C", "C", "C", "C", "C", "C", "C", "C", "C", "C", "C", "C", "C", "C", "C", "C", "C", "C", "C", "C", "C", "H", "H", "H", "H", "H", "H", "H", "H", "H", "H", "H", "H", "H", "H", "H", "H", "H", "H", "H", "H", "H", "H", "H", "H", "H", "H", "H", "H", "H", "H", "H", "H", "H", "H", "H", "H", "H", "H", "H", "H", "H", "H", "H", "H", "H", "H", "H", "H", "H", "H", "H"], "positions_angstrom": [[-0.474, 0.393, 0.504], [-0.634, -3.054, -2.021], [-5.182, -3.099, 1.337], [-5.902, -0.621, 6.406], [-0.755, 4.937, -2.820], [-0.521, 7.071, -4.808], [-3.151, 6.423, -3.529], [-8.235, 9.024, -7.361], [-8.470, 8.979, -8.532], [-3.355, -0.628, 0.897], [2.089, -1.147, 1.414], [0.995, 1.324, 3.010], [-2.202, 4.289, -6.353], [-3.108, 1.560, 2.446], [2.210, 0.320, -0.854], [1.182, 3.028, 0.906], [-4.211, 1.655, 4.967], [-2.830, -2.089, -3.854], [2.368, 4.361, -0.706], [0.997, 4.002, -0.181], [0.207, -4.183, 0.614], [5.189, -2.959, -0.992], [2.780, 2.565, 4.116], [0.918, -1.128, 3.465], [-4.020, -0.605, 1.933], [-3.425, 2.673, 4.521], [1.847, 1.085, -2.039], [-5.362, -0.524, 4.568], [-4.446, 0.534, 4.195], [1.704, 2.409, 3.101], [1.364, 4.861, 2.527], [-0.305, -5.585, -3.981], [1.379, 3.481, 2.098], [2.186, -1.556, 2.750], [-1.876, 4.785, -5.350], [-0.186, -4.782, -0.715], [-2.643, -3.251, -2.788], [1.040, 0.283, 4.038], [3.331, -1.554, -1.935], [1.803, 5.435, 3.688], [4.373, -1.628, 1.004], [-2.895, 2.610, 3.251], [4.323, -2.462, -1.993], [3.256, 3.206, -1.151], [3.053, 3.673, 4.863], [3.100, -1.199, 0.620], [-1.275, -5.891, -0.698], [0.071, -4.112, -3.818], [2.559, 4.964, 4.745], [-1.594, 5.738, -4.169], [-3.747, -3.045, -1.826], [1.514, -3.692, -4.199], [2.778, 2.284, -2.296], [-5.637, -1.507, 3.654], [5.275, -2.393, 0.276], [-3.904, 0.551, 2.868], [-4.920, -1.543, 2.420], [2.868, -0.758, -0.826], [-0.630, -3.740, 1.192], [3.697, 1.797, -2.706], [0.713, -1.750, 4.344], [-3.255, 3.510, 5.133], [0.636, -5.110, -1.337], [3.390, 1.717, 4.526], [3.043, -1.163, 3.258], [1.019, -3.485, 0.530], [-2.288, 3.443, 2.849], [-4.770, -3.081, -2.209], [-3.753, -2.064, -4.205], [5.988, -3.633, -1.356], [0.303, -6.185, -3.267], [0.179, 0.439, 4.703], [2.314, 5.001, -1.601], [4.589, -2.801, -2.973], [1.602, 6.478, 3.749], [2.349, -2.664, 2.770], [0.500, -5.006, 1.313], [-2.626, -1.142, -3.291], [3.798, 3.593, 5.662], [1.967, 0.363, 4.674], [1.875, -4.065, -5.163], [-1.559, -6.265, -1.696], [0.852, 5.514, 1.950], [-2.210, -5.555, -0.284], [-0.588, -3.529, -4.449], [0.474, 3.410, -0.925], [-4.667, 1.695, 5.950], [-2.120, -2.165, -4.685], [0.496, 4.918, 0.049], [-0.830, -6.770, -0.244], [-2.861, -4.174, -3.282], [-3.737, -2.112, -1.319], [2.276, -4.020, -3.474], [-0.148, -5.885, -4.960], [4.147, 3.669, -1.625], [-6.246, -2.378, 3.936], [6.167, -2.628, 0.841], [2.408, 2.971, -3.041], [4.792, -1.351, 2.012], [2.869, 4.948, 0.066], [2.901, -1.208, -2.893], [2.893, 5.654, 5.512], [-1.383, -5.662, -3.814], [0.042, -1.229, 2.802], [1.600, 0.503, -3.008], [3.701, 2.591, -0.293], [1.548, -2.590, -4.183], [0.847, 1.535, -1.891], [-3.795, -3.849, -1.054]]}


Record 3
{"formula": "C42H51ClF3N8O3PtS", "method": "the ωB97M-V functional and the def2-TZVPD basis", "orbital_gap_ev": 5.42, "molar_mass_g_mol": 1035.52, "total_charge": 3, "e_above_lowest_kj_mol": 0.0, "total_energy_ha": -3571.350600, "species": ["Pt", "Cl", "S", "F", "F", "F", "O", "O", "O", "N", "N", "N", "N", "N", "N", "N", "N", "C", "C", "C", "C", "C", "C", "C", "C", "C", "C", "C", "C", "C", "C", "C", "C", "C", "C", "C", "C", "C", "C", "C", "C", "C", "C", "C", "C", "C", "C", "C", "C", "C", "C", "C", "C", "C", "C", "C", "C", "C", "C", "H", "H", "H", "H", "H", "H", "H", "H", "H", "H", "H", "H", "H", "H", "H", "H", "H", "H", "H", "H", "H", "H", "H", "H", "H", "H", "H", "H", "H", "H", "H", "H", "H", "H", "H", "H", "H", "H", "H", "H", "H", "H", "H", "H", "H", "H", "H", "H", "H", "H", "H"], "positions_angstrom": [[0.799, -1.470, 1.310], [-4.152, 1.459, -4.245], [1.015, -1.317, -0.963], [-2.418, -7.486, 0.462], [-0.450, -8.137, -0.171], [-0.947, -8.080, 1.938], [-1.093, -0.935, 1.203], [0.361, -1.463, 3.406], [-0.180, 3.682, -0.051], [1.963, -2.504, 4.612], [-1.713, -1.800, -0.888], [0.236, -3.437, 1.113], [0.983, 2.566, 2.361], [-0.562, -2.466, -2.729], [1.159, 0.522, 1.522], [2.821, -1.942, 1.564], [1.667, 2.589, 1.201], [1.765, 1.379, 0.696], [-0.588, 6.530, -0.397], [-0.015, 2.688, -2.893], [3.295, -2.758, 2.536], [-2.564, 1.925, -3.737], [1.852, 6.887, -0.001], [5.554, -2.431, 1.770], [0.959, -1.652, 4.502], [4.651, -3.012, 2.645], [3.704, -1.380, 0.717], [0.912, -1.223, -4.323], [-0.559, 3.185, -4.074], [0.666, 5.959, 0.282], [-1.824, 2.810, -4.505], [-0.562, -1.915, -1.536], [0.953, 4.522, -0.257], [0.529, -5.624, 0.231], [-1.350, -5.128, 1.635], [1.365, 4.528, -1.741], [-1.121, -7.472, 0.764], [-1.952, -1.210, 0.259], [2.362, -3.399, 3.535], [-0.631, -6.035, 0.869], [-2.672, -1.879, -3.965], [-5.947, -0.087, 1.106], [-4.931, 0.276, 1.984], [-2.045, 1.409, -2.560], [0.675, 1.314, 2.532], [-1.837, -2.966, -3.312], [-0.773, 1.784, -2.154], [0.642, -2.525, -3.580], [1.349, 3.159, -2.443], [-5.661, -0.821, -0.039], [0.933, -4.312, 0.371], [5.063, -1.593, 0.784], [2.092, 3.841, 0.572], [-3.627, -0.097, 1.723], [-4.358, -1.190, -0.313], [-3.331, -0.833, 0.569], [0.496, -0.919, 5.715], [-0.889, -3.834, 1.740], [0.388, 5.931, 1.791], [2.877, -4.243, 3.988], [-1.408, -3.088, 2.325], [-6.456, -1.100, -0.717], [0.985, -0.373, -3.640], [-2.648, 0.742, -1.956], [-0.347, 5.168, 2.047], [1.693, 7.842, 0.499], [-2.392, -3.454, -2.514], [1.851, -1.309, -4.869], [-2.836, 0.191, 2.401], [0.578, 0.155, 5.547], [4.998, -3.676, 3.426], [-0.926, 4.054, -0.536], [1.109, -6.309, -0.371], [2.398, -2.614, 5.516], [-3.008, -1.143, -3.237], [2.229, 1.156, -0.246], [2.450, 4.477, 1.374], [-2.126, -1.359, -4.751], [1.466, -3.791, 3.061], [0.094, 0.943, 3.356], [0.487, -3.343, -4.280], [-2.260, -5.417, 2.143], [2.369, 4.953, -1.810], [1.059, -1.184, 6.606], [-6.967, 0.206, 1.315], [-2.235, 3.206, -5.422], [-0.558, -1.148, 5.876], [0.718, 5.203, -2.302], [-0.389, 1.407, -1.212], [-1.494, 6.002, -0.090], [-1.549, -3.724, -4.037], [-0.008, 6.898, 2.098], [-5.163, 0.852, 2.870], [-3.550, -2.338, -4.420], [1.285, 5.762, 2.389], [6.614, -2.631, 1.856], [1.492, -2.801, -2.953], [5.713, -1.111, 0.069], [0.012, 3.884, -4.676], [2.797, 6.484, 0.376], [1.992, 3.234, -3.322], [1.809, 2.395, -1.809], [1.822, -3.939, -0.117], [-0.532, 6.535, -1.485], [0.125, -1.006, -5.042], [3.302, -0.746, -0.057], [-0.719, 7.566, -0.084], [2.941, 3.588, -0.062], [1.972, 7.093, -1.065], [-4.126, -1.760, -1.202]]}


Record 4
{"formula": "C42H51N4O3S5SiV", "method": "the ωB97M-V functional and the def2-TZVPD basis", "orbital_gap_ev": [5.97, 5.87], "molar_mass_g_mol": 899.26, "total_charge": -1, "e_above_lowest_kj_mol": 0.0, "s2": 3.770, "spin_multiplicity": 4, "total_energy_ha": -5300.325116, "species": ["V", "S", "S", "S", "S", "S", "Si", "O", "O", "O", "N", "N", "N", "N", "C", "C", "C", "C", "C", "C", "C", "C", "C", "C", "C", "C", "C", "C", "C", "C", "C", "C", "C", "C", "C", "C", "C", "C", "C", "C", "C", "C", "C", "C", "C", "C", "C", "C", "C", "C", "C", "C", "C", "C", "C", "C", "H", "H", "H", "H", "H", "H", "H", "H", "H", "H", "H", "H", "H", "H", "H", "H", "H", "H", "H", "H", "H", "H", "H", "H", "H", "H", "H", "H", "H", "H", "H", "H", "H", "H", "H", "H", "H", "H", "H", "H", "H", "H", "H", "H", "H", "H", "H", "H", "H", "H", "H"], "positions_angstrom": [[-0.078, 0.250, 0.800], [4.181, -1.349, -2.045], [2.005, 0.949, -4.833], [1.032, -0.060, -1.594], [3.385, 1.784, 0.143], [4.174, 1.355, 2.976], [-2.625, 0.171, 0.245], [-0.617, 0.385, 2.805], [0.905, -5.599, -1.605], [2.286, -0.177, 5.789], [1.804, 0.649, 1.974], [0.090, -1.991, 1.143], [-1.019, -4.599, -2.208], [1.615, 0.399, 3.336], [0.257, 6.887, -2.852], [0.995, -3.950, 2.167], [0.566, -0.395, 7.371], [0.692, -2.595, 2.168], [0.046, 2.236, 0.007], [-0.017, -4.841, -1.325], [-3.495, 3.638, 2.439], [5.400, 2.121, 1.881], [0.714, -4.695, 1.040], [-0.892, -5.227, -3.522], [-4.104, 0.952, 2.645], [0.100, -4.503, -4.422], [-0.016, 0.736, -2.842], [-3.352, 1.375, 1.546], [-3.055, 2.742, 1.475], [4.070, -0.621, -3.706], [-0.774, -0.381, 7.708], [-1.745, -0.133, 6.742], [2.639, -2.301, -1.914], [0.141, 4.511, -1.359], [0.967, -0.158, 6.055], [-3.404, 0.856, -1.375], [1.397, -1.616, -2.453], [0.066, -4.082, -0.030], [-4.544, 1.840, 3.622], [-1.353, 0.092, 5.435], [1.249, 6.590, -1.925], [2.944, 1.161, 1.720], [-0.007, 0.079, 5.071], [3.483, 0.803, -3.769], [0.095, 3.288, -0.620], [-2.301, -3.975, -1.900], [1.194, 5.419, -1.188], [5.156, 1.620, 0.470], [-0.255, -2.740, 0.091], [-0.854, 4.824, -2.294], [-4.242, 3.190, 3.522], [0.327, 0.309, 3.638], [-0.794, 5.997, -3.031], [-3.682, -1.408, 0.572], [0.765, 1.692, -3.728], [-2.558, -2.709, -2.706], [5.451, 0.576, 0.359], [1.530, -1.369, -3.507], [2.537, -2.513, -0.846], [-4.750, -1.180, 0.657], [-2.078, 0.291, 4.655], [1.244, 2.460, -3.119], [2.385, 0.055, 4.827], [5.297, 3.206, 1.927], [-0.516, -0.038, -3.428], [0.301, 7.803, -3.428], [-2.794, -0.113, 7.008], [-3.016, 1.860, -1.570], [1.965, 5.183, -0.465], [-2.350, -3.770, -0.833], [0.971, -1.965, 3.002], [1.482, -4.389, 3.026], [0.552, -2.303, -2.390], [-1.677, 4.133, -2.428], [-0.770, -2.192, -0.686], [-1.885, -5.229, -3.974], [-1.851, -1.918, -2.448], [-3.162, 0.237, -2.246], [1.334, -0.580, 8.112], [-3.559, -2.329, -2.503], [1.006, -5.733, 0.953], [-0.580, -6.263, -3.386], [-3.086, -4.709, -2.110], [4.232, 1.490, -4.162], [-3.368, -1.908, 1.494], [5.100, -0.613, -4.064], [5.684, 2.222, -0.270], [-4.577, 3.885, 4.283], [6.389, 1.840, 2.245], [-1.065, -0.562, 8.736], [2.072, 7.279, -1.776], [3.525, -1.307, -4.355], [-4.494, 0.928, -1.300], [-0.764, 1.288, -2.274], [3.203, 1.140, -2.773], [-2.435, 3.106, 0.663], [0.074, 2.203, -4.403], [-2.480, -2.903, -3.778], [-5.120, 1.474, 4.466], [-3.571, -2.129, -0.240], [1.090, -4.508, -3.966], [0.168, -5.002, -5.390], [-0.203, -3.469, -4.588], [-4.350, -0.099, 2.754], [-1.576, 6.218, -3.747], [-3.238, 4.688, 2.355], [2.761, -3.260, -2.421]]}